# 1
Formula: C10H14N4
Source: OMol25
Level of theory: ωB97M-V with the def2-TZVPD basis set

```
! wB97M-V def2-TZVPD RIJCOSX def2/J DEFGRID3
* xyz 0 1
C -3.0443 -1.4023 1.2533
N -2.6532 -0.2840 0.3995
C -3.4552 0.8525 0.1598
C -2.4244 1.7649 -0.6125
N -1.2030 0.9476 -0.6910
C -1.4287 -0.2374 -0.2386
C -0.5772 -1.4163 -0.2695
N 0.5929 -1.1440 -1.1821
C 1.6890 -0.4458 -0.6257
C 2.8639 -1.0305 -0.2641
C 3.8315 -0.3673 0.4161
C 3.6138 0.9366 0.8572
N 2.4718 1.5778 0.5276
C 1.5231 0.8297 -0.0543
H -4.0315 -1.1487 1.4496
H -2.9262 -2.4083 0.7826
H -2.4005 -1.3767 2.1876
H -3.6248 1.3202 1.1744
H -4.4181 0.6287 -0.4324
H -2.0636 2.6795 -0.1490
H -2.8534 2.1164 -1.6114
H -1.0629 -2.2545 -0.7425
H -0.4110 -1.8682 0.6732
H 1.0155 -2.0272 -1.5254
H 2.9432 -2.0751 -0.5835
H 4.7886 -0.9352 0.5884
H 4.4031 1.4859 1.3254
H 0.6331 1.2776 -0.2461
*
```

Calculated values
- frontier orbital gap (eV) = 8.6
- lowest unoccupied orbital energy (hartree) = 0.024
- SMILES = CN1CCN=C1CNc1cccnc1

=====

# 2
Formula: C10H14N4O5
Source: OMol25
Level of theory: ωB97M-V with the def2-TZVPD basis set

```
! wB97M-V def2-TZVPD RIJCOSX def2/J DEFGRID3
* xyz 0 1
N 2.7032 2.1257 -0.2066
C 2.7345 0.7987 -0.5632
C 3.6954 0.0909 0.4309
C 4.2531 -1.2779 0.0883
O 5.4598 -1.5294 0.3365
O 3.2424 -2.3496 -0.2095
C 1.3071 0.2724 -0.3103
O 1.0425 -0.8546 -0.5831
N 0.4131 1.1440 0.0383
C -0.9601 0.8454 -0.1136
C -1.3943 -0.2399 0.8222
C -2.5951 -0.9482 0.2943
C -2.7276 -2.2989 0.3956
N -3.9860 -2.4866 -0.0539
C -4.5592 -1.3113 -0.4027
N -3.6606 -0.3870 -0.2476
C -1.5862 2.2352 0.1418
O -0.8837 3.2184 0.4711
O -2.9085 2.3312 -0.1005
H 3.6913 2.5854 -0.2720
H 2.2004 2.7532 -0.9589
H 2.8860 0.5181 -1.6509
H 3.1565 0.0542 1.4074
H 4.5964 0.7531 0.6838
H 2.4102 -1.9040 -0.6343
H 0.6354 2.1481 0.0226
H -1.1085 0.5331 -1.1311
H -0.5851 -0.9979 1.0297
H -1.7187 0.2355 1.7330
H -2.2320 -3.1391 0.7739
H -4.5312 -3.2836 -0.1029
H -5.5996 -1.1287 -0.7289
H -3.3910 1.4941 -0.3995
*
```

Calculated values
- frontier orbital gap (eV) = 9.9
- lowest unoccupied orbital energy (hartree) = 0.016
- SMILES = N[C@@H](CC(=O)O)C(=O)N[C@@H](Cc1c[nH]cn1)C(=O)O

=====

# 3
Formula: C10H14N4O5
Source: OMol25
Level of theory: ωB97M-V with the def2-TZVPD basis set

```
! wB97M-V def2-TZVPD RIJCOSX def2/J DEFGRID3
* xyz 0 1
C -1.0606 -0.6805 0.4416
C 0.3554 -1.2615 -0.0400
C -1.9435 -0.5645 -0.7660
C -3.4222 -0.0066 -0.3680
C -4.6151 -0.3119 -0.9000
C -4.6518 0.9226 1.0282
C 2.6934 -0.4274 -0.6723
C 3.2505 -1.3257 0.5328
C 3.6225 0.6323 -0.9991
C 3.7583 1.7519 -0.0885
H -2.2866 0.7068 1.5043
H -0.2459 0.3318 1.7608
H -1.0844 -1.3678 1.2883
H -2.0659 -1.5022 -1.3918
H -1.4367 0.1611 -1.4938
H -4.9008 -0.9440 -2.0133
H -5.2392 1.3573 1.8670
H -6.4345 0.0157 0.1856
H 1.0441 0.6081 0.2542
H 2.4345 -1.0846 -1.4711
H 4.5716 0.1802 -1.2124
H 3.4317 0.9784 -2.1907
H 2.7389 3.2603 0.3401
H 4.9514 -2.1000 1.0034
N -1.0861 0.6208 0.9854
N -3.4123 0.8787 0.6339
N -5.4883 0.2909 -0.0179
N 1.2532 -0.2888 -0.2428
O 0.7967 -2.4969 0.0404
O 2.7410 -1.1878 1.6299
O 4.7031 2.0995 0.5390
O 2.6060 2.6013 -0.2803
O 4.4217 -1.8473 0.1131
*
```

Calculated values
- frontier orbital gap (eV) = 8.8
- lowest unoccupied orbital energy (hartree) = 0.021

=====

# 4
Formula: C10H14NO
Source: OMol25
Level of theory: ωB97M-V with the def2-TZVPD basis set

```
! wB97M-V def2-TZVPD RIJCOSX def2/J DEFGRID3
* xyz 1 1
C 1.3139 -1.5578 -1.7681
C 1.4858 -0.2666 -1.5014
C 0.4893 0.5236 -0.4331
N 1.6033 1.5136 0.1258
C -0.2365 1.6051 -1.4200
O 0.6901 2.6267 -1.8065
C -0.3668 -0.3269 0.5321
C -1.7256 -0.5873 0.2022
C -2.5539 -1.0836 1.2249
C -2.0336 -1.6899 2.3581
C -0.6506 -1.5992 2.5721
C 0.2148 -0.7994 1.7613
H 2.1219 -1.9987 -2.2925
H 0.6672 -2.2766 -1.2895
H 2.2459 0.4165 -1.8866
H 2.3245 0.8919 0.4658
H 1.2195 2.1399 0.8215
H 1.7997 2.2464 -0.6185
H -1.0646 2.1971 -0.8944
H -0.6809 1.1294 -2.2374
H 0.6892 2.7462 -2.7252
H -2.0902 0.0442 -0.6328
H -3.6337 -1.1525 0.9272
H -2.8145 -1.9862 3.0687
H -0.3244 -2.0829 3.5257
H 1.3101 -0.6730 1.9205
*
```

Calculated values
- frontier orbital gap (eV) = 9.9
- lowest unoccupied orbital energy (hartree) = -0.111
- SMILES = C=C[C@@]([NH3+])(CO)c1ccccc1

=====

# 5
Formula: C10H14NO
Source: OMol25
Level of theory: ωB97M-V with the def2-TZVPD basis set

```
! wB97M-V def2-TZVPD RIJCOSX def2/J DEFGRID3
* xyz 1 1
C 2.5134 1.4280 0.0468
C 2.8692 0.0928 -0.1518
C 1.1937 1.7473 0.0253
C 1.8569 -0.7950 -0.2456
C 0.1367 0.9094 0.0019
C 0.5060 -0.4607 -0.0503
C -1.1845 1.5527 0.1168
C -0.3679 -1.6067 -0.0136
C -2.0245 1.3188 -1.1115
C 0.2031 -3.0000 0.0692
N -1.8135 1.2066 1.4268
O -1.7181 -1.3873 -0.1289
H 3.2881 2.1814 0.4125
H 3.8618 -0.2700 -0.0659
H 1.1712 2.8853 0.1142
H 2.1006 -1.8531 -0.4125
H -1.0454 2.6857 0.2737
H -1.9245 2.1558 -1.7448
H -3.0144 1.1201 -1.0424
H -1.6568 0.4895 -1.6276
H -0.5372 -3.6909 0.4901
H 0.9628 -3.1040 0.7908
H 0.5715 -3.3747 -0.8907
H -2.1703 0.3017 1.6280
H -1.6747 1.6827 2.2741
H -2.1033 -2.2154 -0.1846
*
```

Calculated values
- frontier orbital gap (eV) = 6.6
- lowest unoccupied orbital energy (hartree) = -0.208

=====

# 6
Formula: C10H14NO
Source: OMol25
Level of theory: ωB97M-V with the def2-TZVPD basis set

```
! wB97M-V def2-TZVPD RIJCOSX def2/J DEFGRID3
* xyz 1 1
N 0.2469 -2.2676 -0.7880
C -0.2853 -0.9521 -0.2810
C 1.2274 -0.0011 -0.3051
C 2.0962 0.1787 -1.2851
C 3.1920 0.8104 -0.6037
C 2.8379 0.8448 0.7414
O 1.6623 0.4087 0.9181
C -1.7019 -0.5507 -0.5826
C -1.9607 0.9890 -0.6727
C -1.2421 1.5191 0.6624
C -1.4002 0.3995 1.6188
C -1.3951 -0.8558 0.7845
H -0.5080 -2.7651 -1.3267
H 0.6898 -2.7838 -0.0465
H 1.0521 -2.0025 -1.3444
H 2.0276 0.0141 -2.3618
H 4.0681 1.1991 -0.9463
H 3.0968 1.3588 1.6591
H -2.3078 -1.1512 -1.1381
H -3.0879 1.1602 -0.4181
H -1.7002 1.3655 -1.6534
H -0.1998 1.6790 0.5642
H -1.6701 2.4133 0.9218
H -0.6822 0.3984 2.4058
H -2.4126 0.4072 2.0924
H -1.6431 -1.8156 1.3850
*
```

Calculated values
- frontier orbital gap (eV) = 9.1
- lowest unoccupied orbital energy (hartree) = -0.121
- SMILES = [NH3+][C@@]1(c2ccco2)[C@@H]2CCC[C@@H]21

=====

# 7
Formula: C10H14NO2
Source: OMol25
Level of theory: ωB97M-V with the def2-TZVPD basis set

```
! wB97M-V def2-TZVPD RIJCOSX def2/J DEFGRID3
* xyz 1 1
C 3.9340 -0.5318 0.2060
C 2.6359 -0.2158 -0.6477
C 1.8473 1.0476 -0.1170
O 2.1663 2.1105 -0.6004
O 0.8841 0.9301 0.8767
C -0.1009 1.9767 0.8118
C -1.4313 1.3495 1.4327
C -1.8185 0.1522 0.4759
C -2.0323 -1.1652 1.0674
C -2.3840 -2.2669 0.1347
C -2.4632 -1.9698 -1.3155
C -2.2359 -0.6122 -1.7842
N -1.9376 0.4041 -0.8787
H 3.7611 -1.3998 0.9048
H 4.3493 0.3435 0.7651
H 4.7466 -0.8764 -0.4965
H 1.9912 -1.1341 -0.6983
H 2.9770 -0.0003 -1.6992
H 0.2007 2.9247 1.3260
H -0.2691 2.2515 -0.2725
H -2.2581 2.0999 1.5244
H -1.1791 0.9749 2.4665
H -1.9531 -1.3153 2.1692
H -2.5844 -3.2931 0.5421
H -2.7141 -2.7763 -2.0404
H -2.3162 -0.3430 -2.8666
H -1.8155 1.3348 -1.2860
*
```

Calculated values
- frontier orbital gap (eV) = 8.4
- lowest unoccupied orbital energy (hartree) = -0.178
- SMILES = CCC(=O)OCCc1cccc[nH+]1

=====

# 8
Formula: C10H14NO3S
Source: OMol25
Level of theory: ωB97M-V with the def2-TZVPD basis set

```
! wB97M-V def2-TZVPD RIJCOSX def2/J DEFGRID3
* xyz -1 1
C 1.0352 -3.3405 0.7357
C 1.1629 -1.8651 0.5019
N 1.8378 -1.0280 1.0915
C 1.5650 0.2784 0.6965
C 2.9224 1.0647 0.0935
O 2.8889 2.2794 -0.0428
O 3.8161 0.2195 -0.0987
C 1.0309 1.1029 1.8511
S -0.6636 0.6348 2.0649
C -0.8726 0.6886 0.2285
C -1.1435 2.2218 0.0535
C -2.0034 -0.2843 -0.0424
C 0.4584 0.1377 -0.3663
C 0.7168 0.6184 -1.7890
O 0.2719 -1.3268 -0.4088
H 1.7568 -3.7415 1.3229
H 1.0716 -3.9118 -0.1823
H 0.0883 -3.4705 1.1910
H 1.5075 0.8431 2.8105
H 1.1721 2.2012 1.4948
H -1.8498 2.4002 0.8724
H -1.5330 2.5658 -0.9462
H -0.1721 2.8445 0.0767
H -2.7599 -0.4079 0.7983
H -1.7645 -1.4103 -0.2515
H -2.5563 0.0942 -0.8857
H 0.1333 0.0011 -2.4911
H 1.6916 0.5669 -2.2601
H 0.3645 1.6797 -1.9661
*
```

Calculated values
- frontier orbital gap (eV) = 7.2
- lowest unoccupied orbital energy (hartree) = 0.112
- SMILES = CC1=N[C@]2(C(=O)[O-])CSC(C)(C)[C@]2(C)O1

=====

# 9
Formula: C10H14NOS
Source: OMol25
Level of theory: ωB97M-V with the def2-TZVPD basis set

```
! wB97M-V def2-TZVPD RIJCOSX def2/J DEFGRID3
* xyz 1 1
O -1.5635 0.6531 -2.7678
C -0.8639 0.8369 -1.5810
C -1.0965 1.5914 -0.5139
C -0.4798 1.4956 0.8052
C -1.2215 1.5471 1.9414
C -0.5333 1.3613 3.1552
C 0.7592 0.8999 3.2725
C 1.4634 0.8765 2.1291
C 0.9039 1.3248 0.8512
N 0.1812 -0.1994 -1.5155
C -0.4293 -1.5889 -1.7139
C 0.6116 -2.6872 -1.7229
S 1.4546 -2.6694 -0.0738
H -2.0883 1.3794 -2.9988
H -1.8198 2.4344 -0.5083
H -2.2395 1.8225 1.8445
H -1.1085 1.3268 3.9842
H 1.1016 0.4840 4.2618
H 2.5475 0.7970 2.3158
H 1.6230 1.3165 0.0198
H 0.4667 -0.0629 -0.4787
H 0.8859 0.2973 -2.0669
H -0.9236 -1.5477 -2.6766
H -1.0595 -1.7775 -0.9599
H 0.0127 -3.6087 -2.1545
H 1.4168 -2.5581 -2.4489
H 1.9988 -3.7447 -0.3991
*
```

Calculated values
- frontier orbital gap (eV) = 9.9
- lowest unoccupied orbital energy (hartree) = -0.103
- SMILES = O/C(=C/c1ccccc1)[NH2+]CCS

=====

# 10
Formula: C10H14NS
Source: OMol25
Level of theory: ωB97M-V with the def2-TZVPD basis set

```
! wB97M-V def2-TZVPD RIJCOSX def2/J DEFGRID3
* xyz 1 1
C -3.1532 0.7223 -1.0414
C -2.0803 -0.1506 -1.4215
C -0.8556 -0.1276 -0.8468
C -0.4365 0.7287 0.2094
C 0.7065 0.5675 0.8494
C 1.0094 1.5094 1.9216
N 1.6820 1.0908 3.2007
C 1.6605 -0.4185 0.4529
C 1.4481 -1.1286 -0.7028
C 0.1486 -1.1032 -1.2747
C -0.0691 -1.8944 -2.4210
S 0.7028 -3.3286 -2.8633
H -3.9153 0.2152 -0.4533
H -3.7398 0.8678 -1.9594
H -2.7829 1.5857 -0.4263
H -2.2491 -0.7599 -2.2563
H -1.2221 1.2635 0.7734
H 1.7157 2.2828 1.4259
H 0.1543 2.1670 2.1519
H 2.5297 1.6232 3.2906
H 1.8409 0.0776 3.2725
H 1.1206 1.3537 4.0009
H 2.6957 -0.3851 0.8317
H 2.1768 -1.6599 -1.3960
H -0.7473 -1.6133 -3.3511
H 1.6597 -3.4853 -1.9670
*
```

Calculated values
- frontier orbital gap (alpha / beta) (eV) = 6.1 / 6.0
- lowest unoccupied orbital energy (alpha / beta) (hartree) = -0.138 / -0.137
- SMILES = C/C=c1\cc(C[NH3+])cc\c1=C/S

=====

# 11
Formula: C10H14NS2
Source: OMol25
Level of theory: ωB97M-V with the def2-TZVPD basis set

```
! wB97M-V def2-TZVPD RIJCOSX def2/J DEFGRID3
* xyz 1 1
C 3.5158 -0.0287 0.8742
C 3.2093 1.2971 0.7367
C 2.5536 -0.9740 0.3439
C 1.8695 1.8455 0.3555
C 1.3570 -0.5707 -0.2294
C 0.9936 0.8149 -0.2599
C 0.3947 -1.4215 -0.9541
C -0.1725 0.9722 -0.9615
C -3.2196 -0.5598 1.3566
C -3.8605 0.2061 0.5400
N -0.7098 -0.4007 -1.2037
S 0.0163 -2.9642 -0.0401
S -1.4582 2.2380 -0.7360
H 4.2949 -0.3607 1.4971
H 4.0114 1.9867 0.8666
H 2.8167 -2.0492 0.5109
H 1.7905 2.7758 -0.0817
H 0.8560 -1.5584 -1.8912
H -2.5787 -1.3988 1.1559
H 1.4212 1.9661 1.2682
H -3.4850 -0.4901 2.3810
H -3.8418 0.2309 -0.5637
H -4.4545 0.9488 0.9938
H -1.0246 -0.6506 -2.0846
H -1.6386 -0.5059 -0.7877
H -0.7821 -3.5259 -1.0744
H -1.8746 2.1771 -2.0126
*
```

Calculated values
- frontier orbital gap (alpha / beta) (eV) = 7.6 / 7.6
- lowest unoccupied orbital energy (alpha / beta) (hartree) = -0.150 / -0.150

=====

# 12
Formula: C10H14O3S2
Source: OMol25
Level of theory: ωB97M-V with the def2-TZVPD basis set

```
! wB97M-V def2-TZVPD RIJCOSX def2/J DEFGRID3
* xyz 0 1
C -3.9328 0.3936 0.2875
C -3.2602 1.5443 0.5571
C -3.3961 -0.6076 -0.5322
C -1.8527 -0.3519 -0.8988
C 2.8567 -1.9559 -0.0888
C 1.2312 -2.0347 -0.1102
C 3.3154 -0.4175 -0.3716
C -1.6032 1.0996 -0.9081
C 0.8658 0.5843 0.4533
C 0.9199 1.7697 1.4080
O -3.9826 -1.5774 -0.8832
O 2.3307 1.9596 -1.1595
O -2.2253 1.9324 -0.1240
S 0.3354 -0.9179 1.0381
S 1.8213 0.6195 -1.0114
H -4.8359 0.1683 0.7465
H -3.5568 2.4206 1.1640
H -1.2723 -0.9233 -0.0366
H -1.5333 -1.0588 -1.6438
H 3.1739 -2.2110 0.8803
H 2.9779 -2.7250 -0.8848
H 0.9129 -1.6710 -1.0525
H 1.1195 -3.1903 -0.0662
H 3.4791 -0.1637 0.6826
H 4.1885 -0.2998 -0.9857
H -0.6750 1.3574 -1.3707
H -0.1276 2.0664 1.6373
H 1.4165 2.6326 0.9024
H 1.3093 1.5573 2.3710
*
```

Calculated values
- frontier orbital gap (alpha / beta) (eV) = 6.7 / 7.1
- lowest unoccupied orbital energy (alpha / beta) (hartree) = -0.018 / -0.009

=====

| no. | strongest force on any atom (hartree/bohr) |
| --- | --- |
| 1 | 0.0781 |
| 2 | 0.1394 |
| 3 | 0.1372 |
| 4 | 0.0878 |
| 5 | 0.0992 |
| 6 | 0.1379 |
| 7 | 0.0702 |
| 8 | 0.0699 |
| 9 | 0.1087 |
| 10 | 0.0787 |
| 11 | 0.0732 |
| 12 | 0.0919 |